No. 1
DFT (ωB97M-V/def2-TZVPD) results for C23H29N3O2 in the gas phase.

Positions of all 57 atoms, in Å:
C -1.97963 2.41898 -2.18663
C -3.30073 2.87608 -1.57377
N -3.91586 1.81579 -0.79140
C -4.69351 2.29750 0.33867
C -3.79845 2.58665 1.54077
C -4.61466 0.83022 -1.60127
C -4.39041 -0.57108 -1.01232
N -2.98230 -0.76642 -0.76620
C -2.19094 -1.41465 -1.65668
O -2.62822 -2.08636 -2.58142
C -0.74304 -1.29758 -1.43096
N 0.06774 -1.82538 -2.40578
C 1.36742 -1.63171 -2.07234
C 2.54437 -1.98260 -2.72794
C 3.73310 -1.64569 -2.13159
C 3.77633 -0.96474 -0.89729
O 5.04385 -0.70203 -0.44588
C 5.19154 0.01766 0.75506
C 4.71592 -0.71718 1.98624
C 4.71816 -2.10466 2.02215
C 4.28517 -2.77487 3.15220
C 3.85466 -2.06477 4.25965
C 3.85751 -0.68022 4.23265
C 4.28284 -0.00930 3.10019
C 2.61663 -0.61340 -0.24185
C 1.39203 -0.95082 -0.83068
C 0.04030 -0.74978 -0.43183
C -0.38647 -0.10899 0.84697
H -2.12221 1.56339 -2.84167
H -1.54220 3.22677 -2.76790
H -1.27930 2.13358 -1.40612
H -3.97583 3.23368 -2.36940
H -3.10257 3.71931 -0.90921
H -5.26966 3.20072 0.07751
H -5.40826 1.52087 0.61839
H -4.39948 2.93704 2.37604
H -3.06013 3.34884 1.30536
H -3.27516 1.68275 1.84209
H -5.69244 1.03863 -1.68124
H -4.19469 0.84320 -2.60802
H -4.92810 -0.68449 -0.06662
H -4.72353 -1.33787 -1.71328
H -2.57104 -0.01986 -0.22654
H -0.30757 -2.29689 -3.21314
H 2.52209 -2.50363 -3.67284
H 4.67553 -1.89337 -2.59375
H 6.27127 0.19363 0.83354
H 4.69243 0.99517 0.68217
H 5.05397 -2.65514 1.15588
H 4.28498 -3.85473 3.16779
H 3.51671 -2.58778 5.14201
H 3.52291 -0.12088 5.09420
H 4.27859 1.07200 3.07821
H 2.63210 -0.10128 0.70640
H -0.77353 0.89881 0.68254
H -1.15487 -0.70130 1.34179
H 0.46665 -0.03182 1.51711

- HOMO-LUMO gap (eV) = 8.54
- SMILES = CCN(CC)CCNC(=O)c1[nH]c2ccc(OCc3ccccc3)cc2c1C
- E_HOMO (eV) = -7.77

Mulliken atomic charge list, values in e, 6 entries: atom 1 (C): -1.005, atom 2 (C): -0.845, atom 3 (N): 0.904, atom 4 (C): -0.881, atom 5 (C): -1.150, atom 6 (C): -1.030

No. 2
DFT (ωB97M-V/def2-TZVPD) results for C4H6BiO2 as an isolated structure.

Positions of all 13 atoms, in Å:
O 3.42850 0.43177 -0.42024
C 2.83424 -0.53510 0.14966
H 4.39601 0.33997 -0.50163
H 3.53431 -1.31216 0.50843
C -0.77564 1.31597 0.18292
C -1.79826 0.51092 -0.36516
C -2.37054 -0.67626 0.31779
O -1.16813 -1.10674 -0.28126
Bi 0.61845 -0.42825 0.47776
H -2.29830 0.80853 -1.29712
H -0.70653 2.39038 -0.00283
H -3.24876 -1.10749 -0.18005
H -2.44535 -0.63153 1.41173

- HOMO-LUMO gap (spin up / spin down) (eV) = 6.58 / 6.80
- <S²> = 0.791
- spin multiplicity = 2
- total charge = +2
- E_HOMO (spin up / spin down) (eV) = -17.75 / -18.08

Mulliken atomic charge list, values in e, 6 entries: atom 1 (O): -0.205, atom 2 (C): -0.047, atom 3 (H): 0.414, atom 4 (H): 0.379, atom 5 (C): -0.787, atom 6 (C): 0.323

No. 3
DFT (ωB97M-V/def2-TZVPD) results for a 2-piece molecular cluster, C16H30ClF3INO6S overall.

Positions of all 59 atoms, in Å:
C 2.56787 -0.44408 5.04494
N 1.23607 -0.15954 5.59486
C 0.15519 -0.69826 4.76576
C -0.69628 0.40657 4.12311
C -1.56093 -0.14971 2.95765
O -1.40681 0.58949 1.76402
C -0.67937 0.02794 0.70665
Cl 0.92769 -0.58784 1.31099
C -1.40330 -1.16763 0.08355
C -0.62487 -1.79173 -1.08913
C -0.01339 -3.18674 -0.79557
C 1.43508 -3.22301 -1.20415
O 1.80651 -3.12939 -2.35586
O 2.29821 -3.34713 -0.17360
C -0.51793 1.16798 -0.31944
C 0.87067 1.76184 -0.52175
O 1.73532 0.90469 -1.24615
C 1.58168 0.95872 -2.64254
C 2.89055 1.40854 -3.25436
F 3.33746 2.55575 -2.70435
F 3.86178 0.49662 -3.08508
F 2.76977 1.62733 -4.58019
O 0.10723 1.47881 3.65994
C 0.28683 2.50537 4.55395
I -1.27880 4.00498 4.36536
H 2.58505 -0.15619 3.99478
H 2.84888 -1.50062 5.13770
H 3.31227 0.13788 5.59266
H 1.17881 -0.60461 6.50142
H -0.51328 -1.31750 5.37372
H 0.54555 -1.34694 3.97513
H -1.38195 0.79712 4.88546
H -2.61161 -0.04730 3.24133
H -1.36893 -1.21615 2.81890
H -1.62683 -1.92410 0.83699
H -2.35253 -0.76518 -0.28330
H -1.29408 -1.88343 -1.94599
H 0.17301 -1.12415 -1.41051
H -0.51429 -3.93523 -1.41359
H -0.13496 -3.48465 0.24427
H 3.15608 -3.58565 -0.55458
H -0.90657 0.86071 -1.29274
H -1.15953 1.97874 0.03575
H 0.74819 2.71552 -1.05089
H 1.33515 2.00307 0.43577
H 1.39437 -0.05341 -3.01543
H 0.76718 1.60491 -2.96578
H 0.26100 2.18728 5.59313
H 1.23204 3.00235 4.35090
C -1.65668 0.81731 -6.40275
S -2.22339 1.33378 -4.78041
O -1.26306 0.75658 -3.79779
C -3.68463 0.29188 -4.73968
H -0.71486 1.32527 -6.59901
H -1.50362 -0.26162 -6.40640
H -2.39388 1.10710 -7.15130
H -3.38973 -0.75020 -4.86194
H -4.36764 0.59614 -5.53243
H -4.16175 0.43176 -3.77201

- HOMO-LUMO gap (eV) = 9.36
- E_HOMO (eV) = -8.93

Mulliken atomic charge list, values in e, 6 entries: atom 1 (C): -0.907, atom 2 (N): -0.275, atom 3 (C): -0.707, atom 4 (C): 0.196, atom 5 (C): -0.986, atom 6 (O): -0.452

No. 4
DFT (ωB97M-V/def2-TZVPD) results for C6H13N in the gas phase.

Positions of all 20 atoms, in Å:
C 1.82057 -1.17508 -0.28618
C 0.81216 -0.17384 0.26560
N 0.81236 1.04813 -0.34977
C 0.61385 2.19500 0.48706
C -0.70372 -0.61178 -0.10629
C -1.79489 0.23075 0.51592
C -1.00922 -1.31225 -1.29517
H 2.81792 -0.89114 0.06279
H 1.61930 -2.20180 0.04930
H 1.83000 -1.13445 -1.37906
H 0.85246 -0.16657 1.37429
H -0.39874 2.63269 0.38533
H 0.77539 2.00657 1.56677
H 1.30648 2.99297 0.18095
H -2.72592 -0.34091 0.58856
H -1.50866 0.55970 1.51913
H -1.99233 1.12422 -0.08539
H -0.29075 -2.00793 -1.71812
H -1.94278 -1.15897 -1.83443
H -0.86604 -1.76782 0.11774

- HOMO-LUMO gap (spin up / spin down) (eV) = 9.12 / 6.81
- E_HOMO (spin up / spin down) (eV) = -8.25 / -6.62

Mulliken atomic charge list, values in e, 6 entries: atom 1 (C): -1.680, atom 2 (C): 0.932, atom 3 (N): -0.583, atom 4 (C): -0.795, atom 5 (C): 0.672, atom 6 (C): -1.484

No. 5
DFT (ωB97M-V/def2-TZVPD) results for C23H34BIN13SV as an isolated structure.

Positions of all 74 atoms, in Å:
V -0.53865 0.80286 -0.57708
C -1.11373 5.49966 -0.76259
C -0.07068 4.39258 -0.62426
C 1.34769 4.92661 -0.82193
C -0.19443 3.70818 0.70269
C -0.07853 4.27367 1.98564
C -0.23303 3.21678 2.85269
N -0.44193 2.10380 2.13131
N -0.41841 2.40216 0.81188
B -0.52053 0.65540 2.62681
N -1.79458 -0.02121 2.11238
C -2.73499 -0.64941 2.83088
C -3.66003 -1.17545 1.95946
C -3.20407 -0.80936 0.68134
N -2.05674 -0.12920 0.79002
C -3.89314 -1.09718 -0.61981
C -5.25830 -0.40987 -0.65487
C -4.01723 -2.60454 -0.85344
N 0.72190 -0.11153 2.11858
C 1.64056 -0.74315 2.86083
C 2.71157 -1.05217 2.05237
C 2.37186 -0.54405 0.78620
N 1.14922 0.00103 0.83405
C 3.26299 -0.47123 -0.42304
C 4.72920 -0.66055 -0.04638
C 2.86604 -1.45269 -1.52229
H -1.04497 5.95903 -1.75037
H -2.11871 5.09283 -0.64955
H -0.96160 6.28106 -0.01267
H -0.26862 3.64515 -1.39176
H 1.58615 5.69463 -0.08060
H 2.08134 4.12467 -0.73160
H 1.45122 5.36839 -1.81452
H 0.09686 5.30623 2.23265
H -0.21446 3.16961 3.92838
H -0.52509 0.63372 3.83011
H -2.67661 -0.66402 3.90590
H -4.55613 -1.71956 2.20178
H -3.27957 -0.67357 -1.41149
H -5.93848 -0.84945 0.08125
H -5.15317 0.65448 -0.45196
H -5.70399 -0.51892 -1.64501
H -4.32905 -3.13050 0.05166
H -4.75370 -2.81045 -1.63186
H -3.06444 -3.02769 -1.18344
H 1.47893 -0.89158 3.91507
H 3.63429 -1.52365 2.33976
H 3.15147 0.53826 -0.82044
H 4.92509 -1.68894 0.27135
H 5.34945 -0.44380 -0.91561
H 5.02488 0.00954 0.76256
H 2.88876 -2.48278 -1.14911
H 1.86912 -1.22477 -1.89596
H 3.56776 -1.37541 -2.35442
C 1.04599 -5.34876 0.54146
C 0.72485 -4.52669 -0.64678
N 1.03570 -4.80056 -1.87317
N 0.53705 -3.74273 -2.58502
C -0.05610 -2.80342 -1.82805
S -0.74782 -1.37021 -2.33264
N 0.05418 -3.33218 -0.56961
N -0.42727 -2.79752 0.62203
H 1.45526 -6.30034 0.21310
H 0.15167 -5.50805 1.14206
H 1.77473 -4.83537 1.16940
H 0.68191 -3.67314 -3.57753
H -1.37556 -2.46365 0.45343
H 0.12761 -1.96946 0.83745
I -2.54200 1.94716 -2.14706
N 5.04276 1.20375 -3.19244
C 3.94831 1.58454 -3.25523
N 2.72943 2.05525 -3.41241
C 1.81382 1.71640 -2.57063
N 0.93668 1.46134 -1.84992

- HOMO-LUMO gap (spin up / spin down) (eV) = 6.86 / 7.47
- <S²> = 3.760
- spin multiplicity = 4
- total charge = -1
- E_HOMO (spin up / spin down) (eV) = -4.47 / -5.09

Mulliken atomic charge list, values in e, 6 entries: atom 1 (V): -0.001, atom 2 (C): -1.701, atom 3 (C): 1.256, atom 4 (C): -1.510, atom 5 (C): -0.131, atom 6 (C): -1.078

Across the entries above, strongest force on any atom takes the values 0.7; 5.3; 0.8; 2.4; 0.7 eV/Å, respectively.